(1)
# C19H25N3O3S

C19H25N3O3S in the gas phase in a non-equilibrium geometry (ωB97M-V/def2-TZVPD, OMol25).

HOMO-LUMO gap in eV: 9.158
HOMO energy in eV: -8.590
Energy above the lowest of the compared OMol25 structures with the same formula, charge and spin in kJ/mol: 238.0
Lowest unoccupied orbital energy in eV: 0.57
Spin multiplicity: 1
Electronic energy in hartree: -1527.1899

Element x y z (Å)
C -4.83035 -1.61631 -1.27221
H -5.64684 -1.08135 -0.79278
H -4.62618 -1.14088 -2.22889
H -5.14481 -2.64148 -1.45353
C -3.58208 -1.58707 -0.38792
C -3.15061 -0.17102 -0.13361
C -2.21666 0.44971 -0.94732
C -1.84676 1.77028 -0.74682
C -2.42141 2.49890 0.28485
C -3.36474 1.88552 1.10590
C -3.72092 0.57071 0.89563
H -4.45146 0.10841 1.54353
H -3.80154 2.46452 1.90350
O -2.15449 3.81643 0.57146
C -1.09755 4.44373 -0.09388
C 0.21102 3.77533 0.15818
N 0.56601 3.09154 1.18890
N 1.82384 2.65657 0.97325
C 2.17809 3.10069 -0.19791
S 3.66616 2.86277 -1.02265
C 4.47867 1.70988 0.13762
H 5.52197 1.69882 -0.17451
H 4.37291 2.11314 1.14209
C 3.89280 0.29862 -0.00812
O 4.34917 -0.48388 -0.81317
N 2.87987 0.05953 0.83959
H 2.50230 0.85451 1.34442
C 2.04070 -1.13257 0.79350
C 2.86346 -2.40651 0.98773
C 1.94699 -3.62575 0.97917
C 1.17061 -3.69842 -0.33174
C 0.35431 -2.42648 -0.53768
C 1.26120 -1.20108 -0.52264
H 0.66527 -0.29171 -0.63702
H 1.97440 -1.25596 -1.34666
H -0.17681 -2.47717 -1.49051
H -0.38880 -2.33364 0.25842
H 0.50938 -4.56743 -0.32630
H 1.87304 -3.81361 -1.15950
H 2.54186 -4.53132 1.11046
H 1.24477 -3.56121 1.81426
H 3.40774 -2.34615 1.93236
H 3.59047 -2.48268 0.17946
H 1.33111 -1.03506 1.62263
O 1.19892 3.82788 -0.77760
H -1.07043 5.46367 0.30656
H -1.26095 4.50013 -1.18038
H -1.11728 2.20971 -1.41093
H -1.76384 -0.10351 -1.75768
H -3.80288 -2.08133 0.56036
H -2.77966 -2.13745 -0.88185

---

(2)
# C4H6O2

A molecular structure, C4H6O2 (ωB97M-V/def2-TZVPD, OMol25).

HOMO-LUMO gap in eV: 10.458
HOMO energy in eV: -9.465
Energy above the lowest of the compared OMol25 structures with the same formula, charge and spin in kJ/mol: 285.6
Lowest unoccupied orbital energy in eV: 0.99
Spin multiplicity: 1
Electronic energy in hartree: -306.3975

Element x y z (Å)
O -0.67609 0.92214 -1.51478
C -0.14684 1.13149 -0.24840
C -0.33559 0.11646 0.86536
C -0.39832 -1.24537 0.20072
O 0.87347 -1.01025 -0.47620
C 0.98377 0.26017 0.17436
H -0.10940 0.23117 -1.89975
H -0.15875 2.17535 0.05501
H -0.41312 0.32174 1.92144
H -0.35590 -2.09653 0.88578
H -1.20298 -1.39154 -0.53018
H 1.93975 0.58515 0.56664

---

(3)
# CHF3NO4S2Tb

A molecular structure, CHF3NO4S2Tb in a non-equilibrium geometry (ωB97M-V/def2-TZVPD, OMol25).

HOMO-LUMO gap (alpha / beta) in eV: 5.695 / 6.191
HOMO energy (alpha / beta) in eV: -7.788 / -7.838
Lowest unoccupied orbital energy (alpha / beta) in eV: -2.09 / -1.65
Spin multiplicity: 7
Electronic energy in hartree: -2314.7389

Element x y z (Å)
N -0.83813 1.87598 0.18121
S 0.86097 1.90915 0.61330
O 2.91786 -0.35236 0.65023
S -1.38052 0.66437 -0.60222
O -0.34684 -0.13656 -1.37253
O -2.60464 0.94774 -1.35875
C -1.96440 -0.64002 0.61305
F -0.94373 -1.12363 1.31147
F -2.83558 -0.09327 1.45372
F -2.55977 -1.64484 -0.02002
Tb 1.92840 0.19702 -1.15677
O 3.88184 -0.84681 -0.60530
H 3.95915 -1.80704 -0.58365

---

(4)
# C3H10N2

2 unconnected molecules or ions with the total composition C3H10N2 in a non-equilibrium geometry (ωB97M-V/def2-TZVPD, OMol25).

HOMO-LUMO gap (alpha / beta) in eV: 2.646 / 7.657
Net charge: -1
HOMO energy (alpha / beta) in eV: 1.292 / -3.936
Energy above the lowest of the compared OMol25 structures with the same formula, charge and spin in kJ/mol: 303.0
Lowest unoccupied orbital energy (alpha / beta) in eV: 3.94 / 3.72
Spin multiplicity: 2
Electronic energy in hartree: -229.6415

Element x y z (Å)
C 0.79987 2.73506 1.07338
N 0.50201 2.78848 -0.19895
H 1.69725 3.37911 1.16246
H 0.63039 1.96987 1.71835
H -0.25479 2.18788 -0.46946
C -1.51344 -1.15252 -0.35929
N -0.49126 -2.03836 0.21809
C 0.82804 -1.88959 -0.55657
H -2.55857 -1.60549 -0.38967
H -1.82058 -0.49867 0.40846
H -1.36975 -0.44333 -1.22637
H -0.68182 -2.90322 0.03287
H 0.71254 -1.89705 -1.58333
H 1.62530 -2.64563 -0.50892
H 1.25795 -0.95201 -0.22345

---

(5)
# C37H103FN4O19

13 unconnected molecules or ions with the total composition C37H103FN4O19 in a non-equilibrium geometry (ωB97M-V/def2-TZVPD, OMol25).

HOMO-LUMO gap in eV: 8.634
HOMO energy in eV: -8.495
Lowest unoccupied orbital energy in eV: 0.14
Spin multiplicity: 1
Electronic energy in hartree: -3219.7608

Element x y z (Å)
N 15.55516 14.80590 14.96914
H 16.40736 15.33507 15.08678
H 14.83710 15.51577 14.99314
H 15.43070 14.28387 15.82476
H 15.64116 14.23520 14.14028
F 15.79926 13.59612 12.44238
C 13.43194 15.24003 10.62514
C 12.55944 14.61214 11.74044
O 13.07586 13.41058 12.22438
O 14.47734 16.00366 11.24698
H 12.94020 15.97120 9.98354
H 13.73900 14.48262 9.90394
H 11.58008 14.47841 11.28106
H 12.41794 15.32711 12.55094
H 14.03442 13.42560 12.27484
H 15.00250 15.34875 11.71272
C 11.45328 19.81430 12.57798
C 12.08268 18.47839 12.21408
O 13.45766 18.30684 12.55586
O 11.39330 20.02758 13.96384
H 10.43284 19.89758 12.20402
H 12.03044 20.60882 12.10498
H 11.97254 18.37662 11.13444
H 11.48916 17.68428 12.66708
H 13.83314 17.55343 12.09432
H 12.29478 20.11907 14.28094
C 16.45058 12.45444 9.34028
C 17.89939 12.52134 9.95228
O 18.04358 13.62270 10.83584
O 15.59386 11.85041 10.29370
H 16.42692 11.88944 8.40844
H 16.19150 13.47484 9.05787
H 18.58010 12.65067 9.11084
H 18.20266 11.58821 10.42705
H 17.32612 13.54011 11.46832
H 15.59468 12.40651 11.07622
C 20.94666 15.26462 16.69854
C 20.38916 14.06552 15.86336
O 19.28394 13.57016 16.60003
O 20.03038 16.36396 16.89588
H 21.83668 15.65538 16.20530
H 21.20048 14.88216 17.68718
H 21.13000 13.28754 15.67894
H 19.93820 14.39558 14.92752
H 18.61732 13.12734 16.06981
H 19.46748 16.10266 17.62830
C 14.13396 19.02874 16.29046
C 13.32108 17.78946 16.15956
O 13.57630 17.05983 14.92502
O 13.84008 20.07628 15.36754
H 15.19790 18.86981 16.11472
H 14.06498 19.49161 17.27488
H 12.25190 17.96685 16.27568
H 13.45018 17.14126 17.02632
H 13.42276 17.66792 14.19822
H 14.58266 20.68386 15.33550
C 14.49650 8.22499 10.87882
C 13.35680 9.00926 10.18956
C 12.67834 10.05207 11.15020
O 14.04042 9.75923 9.22599
H 14.24082 7.65966 11.77500
H 15.30130 8.92478 11.10394
H 14.99342 7.49762 10.23686
H 12.69048 8.31155 9.68228
H 13.49034 10.64721 11.56800
H 12.14088 9.67895 12.02200
H 12.06912 10.80732 10.65366
H 14.69378 10.32788 9.63992
C 16.99292 17.33136 13.25340
C 18.08372 17.33908 14.40406
C 18.08322 18.71004 15.12032
O 17.80514 16.21572 15.22968
H 15.99634 17.26751 13.69030
H 17.15495 16.51221 12.55280
H 16.97932 18.27695 12.71138
H 19.12280 17.14780 14.13608
H 17.31772 18.84246 15.88490
H 17.90706 19.56516 14.46776
H 19.05720 18.90507 15.56912
H 18.51148 16.35780 15.86412
C 18.65858 10.28359 14.95266
C 17.77007 11.10785 14.04726
C 16.36856 10.52086 14.05880
O 17.66037 12.46979 14.48080
H 18.25893 10.21271 15.96426
H 19.68439 10.64439 15.02776
H 18.58994 9.25941 14.58600
H 18.13990 11.02303 13.02544
H 16.34592 9.43119 14.04398
H 15.70486 10.93443 13.29948
H 15.85900 10.71731 15.00212
H 17.04803 12.88706 13.87046
C 22.84880 12.90347 8.37556
O 23.30812 14.08204 9.10101
C 22.70352 15.31534 8.73672
C 23.44810 16.46030 9.40460
N 23.58122 16.09347 10.85310
C 22.39140 16.38015 11.66420
C 22.43876 15.60945 12.96214
O 22.31202 14.16648 12.79612
C 21.13572 13.74477 12.05846
H 22.93040 13.01073 7.29392
H 21.85612 12.51035 8.59496
H 23.58844 12.13097 8.58602
H 21.67176 15.25216 9.08250
H 22.74214 15.31679 7.64740
H 22.76904 17.29494 9.23038
H 24.33892 16.63386 8.80092
H 23.67242 15.08875 10.90134
H 21.50866 16.22878 11.04294
H 22.30304 17.44461 11.88148
H 21.69998 16.00617 13.65850
H 23.36164 15.76972 13.51956
H 21.26964 13.90935 10.98930
H 20.18222 14.20454 12.31834
H 21.10706 12.67152 12.24664
C 9.33428 21.90289 21.09486
O 9.64908 20.56004 20.85966
C 9.19002 20.10006 19.59820
C 9.97438 18.81548 19.28922
N 9.25364 17.83683 18.56442
C 10.09774 16.67718 18.14370
C 9.31146 15.52028 17.46890
O 8.65716 15.84326 16.29188
C 9.41222 16.25663 15.19280
H 9.96431 22.31753 21.88178
H 8.29456 21.92844 21.42108
H 9.33842 22.49286 20.17834
H 9.36206 20.84042 18.81694
H 8.11298 19.97542 19.71026
H 10.33768 18.44496 20.24778
H 10.89272 19.10096 18.77614
H 8.85343 18.22589 17.72266
H 10.58848 16.25559 19.02092
H 10.88790 16.93755 17.43945
H 8.52492 15.29837 18.19016
H 9.96648 14.65172 17.40073
H 10.09897 17.04766 15.49406
H 8.81296 16.57695 14.34054
H 10.06326 15.45447 14.84526
C 18.59054 15.31029 19.92986
O 18.05498 16.10133 18.86376
C 16.61858 16.37430 18.89950
C 15.83092 15.02962 18.75728
N 16.41054 14.21824 17.67550
C 16.01212 12.80092 17.82890
C 14.50394 12.54473 17.56488
O 14.12402 12.88545 16.22277
C 12.71966 12.96265 16.00514
H 19.64753 15.13411 19.73032
H 18.03367 14.38011 20.04290
H 18.51688 15.75692 20.92142
H 16.38746 16.90128 17.97376
H 16.47854 17.00617 19.77654
H 14.77856 15.24373 18.57078
H 15.84008 14.55984 19.74079
H 17.41606 14.29062 17.73698
H 16.30135 12.44984 18.81946
H 16.69896 12.19015 17.24297
H 13.87630 13.10359 18.25904
H 14.35960 11.46969 17.67241
H 12.37746 11.98985 16.35821
H 12.54918 13.06886 14.93380
H 12.37424 13.81344 16.59246

---

(6)
# C4H8N2O4

C4H8N2O4 in the gas phase in a non-equilibrium geometry (ωB97M-V/def2-TZVPD, OMol25).

HOMO-LUMO gap in eV: 7.998
HOMO energy in eV: -7.544
Energy above the lowest of the compared OMol25 structures with the same formula, charge and spin in kJ/mol: 278.8
Lowest unoccupied orbital energy in eV: 0.45
Spin multiplicity: 1
Electronic energy in hartree: -567.6285

Element x y z (Å)
C -0.61472 -1.59599 0.70133
C -0.84076 0.64792 -0.28221
C 1.24430 -0.42756 -0.35334
C -0.60184 1.89682 0.53391
N -1.39889 -0.52484 0.34012
N 0.64158 -1.62211 0.14641
O -1.14460 -2.41468 1.45054
O -1.19356 0.82583 -1.56569
O 1.62349 -0.46629 -1.72386
O 2.13909 0.21532 0.47356
H 0.06365 2.47957 -0.14841
H -0.19212 1.66036 1.48590
H -1.51987 2.30178 0.63940
H -2.19517 -0.49162 0.90419
H 0.86318 -2.58723 0.00010
H -1.24610 -0.00443 -2.03500
H 2.41611 -0.02190 -1.98932
H 1.95622 0.12905 1.42234